{"formula": "C41H41CdCl5N5O4PS", "method": "wB97M-V/def2-TZVPD", "species": ["Cd", "O", "C", "C", "C", "C", "C", "C", "C", "O", "N", "N", "C", "C", "C", "C", "C", "C", "C", "O", "H", "H", "H", "H", "H", "H", "H", "H", "H", "H", "Cl", "C", "C", "C", "Cl", "C", "Cl", "C", "Cl", "C", "Cl", "C", "C", "C", "C", "C", "C", "C", "S", "C", "O", "H", "H", "H", "H", "H", "H", "H", "H", "H", "H", "C", "C", "C", "P", "C", "C", "C", "C", "C", "C", "H", "H", "H", "H", "H", "H", "H", "H", "H", "H", "H", "H", "H", "H", "H", "H", "H", "H", "H", "H", "H", "N", "C", "C", "C", "N", "C", "N"], "coordinates": [[1.308368, 0.296055, 0.628434], [-2.210391, -0.468332, -2.714070], [-2.842794, -1.497726, -2.132665], [-3.929374, -2.063211, -2.805887], [-4.600963, -3.143163, -2.267025], [-4.205817, -3.678841, -1.043523], [-3.138163, -3.107301, -0.371985], [-2.446198, -2.012668, -0.887621], [-1.256685, -1.448371, -0.167264], [-0.475217, -0.669678, -0.828504], [-1.100763, -1.854535, 1.065683], [0.136743, -1.469697, 1.553897], [0.455766, -1.971197, 2.686315], [1.782968, -1.916134, 3.270182], [1.915934, -2.237744, 4.625762], [3.143133, -2.311565, 5.250862], [4.290694, -2.086516, 4.476828], [4.201406, -1.800928, 3.135539], [2.948063, -1.689536, 2.460984], [2.896342, -1.402605, 1.214138], [-1.443516, -0.266452, -2.112469], [-4.219672, -1.632297, -3.755691], [-5.436229, -3.575922, -2.806331], [-4.723775, -4.531955, -0.622859], [-2.798551, -3.502599, 0.576639], [-0.308854, -2.543672, 3.221769], [1.009289, -2.420874, 5.196444], [3.218100, -2.535195, 6.307217], [5.269340, -2.132286, 4.944395], [5.091110, -1.613909, 2.545112], [4.828631, 1.264069, 1.192667], [3.764677, 1.402347, 2.576417], [2.393735, 1.371951, 2.375720], [1.643773, 1.527098, 3.531252], [-0.100066, 1.586840, 3.405952], [2.187868, 1.636356, 4.810509], [1.182512, 1.787570, 6.214532], [3.569425, 1.618106, 4.959272], [4.284720, 1.725522, 6.531771], [4.369309, 1.517771, 3.826195], [6.094247, 1.501680, 4.004758], [-8.776043, 1.213403, -0.265111], [-7.389524, 1.194144, 0.323050], [-6.797595, 2.370195, 0.778782], [-5.527689, 2.366027, 1.328825], [-4.824341, 1.169805, 1.422352], [-5.390634, -0.008543, 0.963847], [-6.671636, 0.009810, 0.426194], [-3.169933, 1.311893, 2.113188], [-3.077573, -0.305583, 2.892458], [-3.295426, 2.321226, 3.204988], [-9.500580, 1.604179, 0.452574], [-9.093741, 0.211810, -0.556021], [-8.817591, 1.850812, -1.150848], [-7.329748, 3.311342, 0.692438], [-5.080667, 3.283323, 1.688947], [-4.847120, -0.942424, 1.012110], [-7.110163, -0.914359, 0.066969], [-4.016535, -0.527423, 3.398461], [-2.259157, -0.232484, 3.605816], [-2.826448, -1.042777, 2.128307], [2.533385, 2.745434, -2.700403], [2.298915, 1.309771, -3.195767], [0.799436, 1.122798, -3.442029], [2.955122, 0.136214, -1.905270], [2.357976, -1.587836, -2.334015], [2.083693, -1.939796, -3.806373], [3.281096, -2.620515, -1.671863], [4.776176, 0.056504, -2.312269], [5.145307, -0.508270, -3.684081], [5.481637, 1.403879, -2.130686], [2.200440, 3.459051, -3.457364], [3.575876, 2.952498, -2.463526], [1.955716, 2.928250, -1.795769], [2.850552, 1.170912, -4.131008], [0.289164, 0.858108, -2.516854], [0.587839, 0.350935, -4.177894], [0.361999, 2.056587, -3.800937], [1.408832, -1.641361, -1.795474], [2.686377, -1.365336, -4.510832], [1.038088, -1.775030, -4.060910], [2.297010, -2.999247, -3.977732], [4.232763, -2.715030, -2.199722], [2.793598, -3.599077, -1.693856], [3.468587, -2.370186, -0.626616], [5.164635, -0.622556, -1.546282], [4.738535, 0.105051, -4.491110], [4.800299, -1.529350, -3.829243], [6.235104, -0.504978, -3.793570], [5.258069, 2.071578, -2.965130], [6.565103, 1.251629, -2.117894], [5.197788, 1.906403, -1.208436], [0.129520, 2.229924, -0.102722], [-0.651201, 2.859799, -0.680758], [-1.505502, 3.672902, -1.435573], [-2.735159, 4.162238, -0.940436], [-3.748044, 4.590585, -0.583424], [-1.094196, 4.074778, -2.729013], [-0.761471, 4.407859, -3.785844]], "forces_ev_per_a": [[0.539, 0.093, -0.045], [0.012, 0.021, 0.072], [-0.033, 0.040, -0.039], [-0.015, -0.011, 0.011], [-0.009, 0.007, 0.026], [-0.044, 0.046, 0.005], [-0.010, 0.011, 0.062], [-0.007, 0.021, 0.044], [-0.009, -0.035, -0.235], [-0.036, 0.013, 0.075], [0.214, -0.084, -0.125], [-0.062, 0.024, 0.131], [0.048, -0.060, 0.069], [-0.052, -0.033, -0.021], [-0.006, 0.029, 0.034], [0.018, 0.019, -0.033], [-0.022, -0.014, 0.005], [-0.008, -0.051, 0.028], [-0.028, 0.045, -0.017], [0.066, 0.002, 0.039], [0.073, -0.019, -0.064], [0.012, 0.004, 0.000], [0.000, 0.005, 0.002], [0.008, 0.004, -0.001], [-0.007, -0.008, -0.004], [0.026, -0.050, -0.028], [0.001, -0.002, -0.002], [0.000, 0.007, 0.001], [0.003, 0.015, 0.002], [0.002, -0.002, -0.013], [-0.088, -0.025, 0.094], [0.097, 0.036, -0.067], [-0.088, -0.147, 0.057], [-0.083, 0.021, 0.145], [0.074, 0.029, -0.032], [-0.013, 0.044, 0.060], [0.039, -0.036, -0.062], [0.000, 0.006, -0.020], [-0.015, -0.006, -0.042], [0.020, 0.013, -0.008], [-0.040, 0.005, -0.003], [0.019, 0.017, -0.010], [-0.018, 0.004, 0.037], [0.024, -0.008, 0.004], [-0.081, -0.033, -0.016], [-0.031, 0.103, 0.026], [0.040, -0.024, -0.064], [0.022, 0.016, -0.062], [-0.033, -0.028, 0.070], [-0.274, 0.077, -0.042], [0.032, 0.017, -0.002], [-0.012, -0.001, -0.003], [0.003, 0.002, 0.001], [0.006, -0.001, 0.002], [-0.020, -0.016, -0.002], [0.045, -0.045, -0.040], [0.027, -0.041, -0.028], [0.013, -0.019, 0.004], [0.006, 0.041, 0.055], [0.058, -0.027, -0.043], [0.029, -0.021, 0.145], [0.091, 0.010, 0.027], [0.097, 0.064, 0.064], [0.010, -0.035, -0.033], [-0.427, -0.079, -0.121], [0.077, -0.003, -0.069], [0.013, 0.058, -0.007], [-0.040, 0.037, 0.060], [0.056, 0.013, 0.174], [0.014, -0.018, 0.003], [0.075, -0.041, -0.050], [-0.029, -0.010, -0.008], [-0.127, 0.041, -0.029], [-0.061, 0.000, 0.051], [-0.035, -0.034, -0.045], [-0.024, 0.020, 0.040], [0.000, -0.092, 0.016], [0.027, -0.065, -0.034], [-0.017, 0.050, -0.045], [0.001, -0.002, -0.001], [-0.027, 0.027, -0.009], [-0.003, 0.008, -0.012], [0.007, -0.013, 0.007], [-0.001, -0.003, -0.026], [0.019, 0.011, 0.009], [-0.011, 0.008, 0.022], [-0.014, 0.011, -0.002], [-0.010, 0.005, -0.005], [-0.004, -0.003, -0.008], [0.065, -0.046, -0.003], [-0.001, -0.014, 0.013], [-0.010, 0.013, -0.061], [-0.224, -0.035, -0.118], [0.071, 0.186, 0.009], [-0.007, 0.058, -0.136], [0.069, -0.109, 0.010], [-0.019, -0.008, 0.064], [-0.039, -0.034, 0.125], [0.011, 0.034, -0.005]], "mulliken_charge": [3.647, -0.704, 0.500, -0.839, -0.285, -0.894, -0.325, -0.092, 0.425, -0.272, -0.607, 0.727, -1.309, 0.567, -0.381, -0.836, -0.494, -0.579, -0.040, -0.703, 0.061, 0.438, 0.378, 0.394, 0.376, 0.267, 0.357, 0.362, 0.377, 0.343, -0.303, 1.400, -2.964, 1.653, -0.177, -0.176, -0.224, 0.479, -0.244, -0.396, -0.209, -1.471, 1.187, -0.713, -0.773, 0.060, 0.039, -0.954, 1.139, -0.796, -0.810, 0.323, 0.342, 0.324, 0.329, 0.413, 0.203, 0.264, 0.532, 0.392, -0.032, -1.522, 0.783, -1.074, 0.318, 2.401, -1.769, -1.691, 0.749, -1.754, -2.010, 0.496, 0.318, 0.010, 0.456, -0.530, 0.242, 0.428, -1.150, 0.286, 0.306, 0.462, 0.285, 0.601, 0.005, 0.397, 0.265, 0.307, 0.468, 0.433, 0.454, 0.430, -0.594, 0.335, 0.338, -0.013, -0.625, 0.118, -0.660], "e_tot_ha": -5370.02803, "de_lowest_kcal_mol": 7.4, "charge": -2, "gap_ev": 6.50, "spin_multiplicity": 1, "lumo_energy_ev": 3.995}